{
  "formula": "C14H22CdN5OS",
  "method": "ωB97M-V/def2-TZVPD",
  "charge": 1,
  "spin_multiplicity": 1,
  "orbital_gap_ev": 8.4,
  "de_lowest_ev": 0.090,
  "e_homo_ev": -10.556,
  "elements": ["Cd", "O", "N", "C", "C", "C", "C", "C", "S", "H", "H", "H", "H", "N", "C", "C", "C", "C", "N", "H", "H", "H", "H", "H", "H", "H", "H", "H", "H", "H", "H", "N", "C", "C", "C", "N", "C", "C", "H", "H", "H", "H", "H", "H"],
  "positions_angstrom": [[-0.29239, 0.16374, -0.28814], [0.19037, 2.23504, 0.38309], [-0.60285, 3.28750, 0.08127], [-0.19074, 4.45182, 0.63604], [-0.79848, 5.65001, 0.30679], [-1.91186, 5.57582, -0.58501], [-2.35841, 4.33775, -1.09148], [-1.69620, 3.10515, -0.71713], [-2.26555, 1.61371, -1.31859], [0.66856, 4.42635, 1.30262], [-0.62016, 6.53403, 0.88010], [-2.52933, 6.41818, -0.80131], [-3.20847, 4.20090, -1.78456], [-1.90854, -0.37992, 1.45661], [-1.65936, -1.72728, 1.98362], [-2.45805, -2.86974, 1.30410], [-1.94164, -3.37131, -0.05226], [-2.30537, -2.52997, -1.30557], [-1.30969, -1.57349, -1.78774], [-1.89360, 0.38237, 2.08549], [-2.80724, -0.38055, 1.01726], [-2.00342, -1.79997, 2.99871], [-0.59607, -1.88712, 1.97767], [-3.49382, -2.55259, 1.27935], [-2.45419, -3.68538, 1.96908], [-2.51519, -4.29013, -0.25016], [-0.85755, -3.61142, 0.02100], [-3.24825, -1.95401, -1.07823], [-2.59783, -3.30022, -2.04163], [-1.73728, -0.90094, -2.40629], [-0.64397, -2.06383, -2.37306], [6.01467, -1.36752, -0.16681], [4.67674, -1.19936, -0.15470], [3.77084, -2.18651, -0.56794], [2.43242, -1.91209, -0.47709], [1.93465, -0.72154, -0.03485], [2.83888, 0.19075, 0.39438], [4.18577, 0.02603, 0.33036], [6.48505, -2.09414, -0.72687], [6.59824, -0.57276, 0.17838], [4.12126, -3.07144, -1.02932], [1.67922, -2.57764, -0.90782], [2.47357, 1.23536, 0.56999], [4.83525, 0.74637, 0.79062]],
  "atomic_forces_ev_per_a": [[-0.4944, 0.0119, 0.0336], [-0.0558, 0.0607, 0.1719], [0.6845, -1.5453, 0.1066], [-0.3159, 1.4346, -0.5540], [-1.6049, -1.6091, -0.4164], [-0.1372, -1.9143, 0.1189], [0.9745, -0.1498, 0.6799], [-0.2644, 2.5267, -0.3412], [0.5217, -0.3386, 0.1189], [-0.3144, -0.4657, -0.2157], [0.4851, 0.4225, -0.0925], [0.0191, 0.6793, -0.1858], [0.5556, 0.4710, 0.6108], [0.5335, -1.1866, -1.7756], [-0.7478, -0.4148, 0.5212], [1.1918, 1.7034, -0.9437], [-0.6077, 0.1399, -0.1824], [-1.3937, -0.2317, 0.7987], [0.6793, -0.1501, 0.1306], [0.1750, 0.5744, 1.0805], [-0.5405, 0.3575, -0.3860], [0.1101, 0.2351, 0.7942], [0.5045, -0.4248, 0.0016], [-0.3956, 0.0789, -0.3747], [0.2004, -1.0662, 0.9488], [0.5963, -0.0822, 0.2721], [-0.6235, 0.0815, -0.2124], [0.8856, -0.5268, -0.2174], [0.2929, 0.7331, -0.2714], [-0.2584, 0.1972, -0.1572], [0.2187, -0.0443, 0.0322], [1.5535, 0.3060, -0.1411], [0.5840, 0.3224, 0.4057], [-0.2806, 0.9335, 0.1158], [-0.8674, 0.9949, -0.4125], [-0.0294, -0.1217, -0.0138], [-1.0274, 1.5640, -0.8689], [-0.2246, -1.1606, 0.5366], [-0.5687, 0.7347, 0.6973], [-0.7440, -1.3315, -0.7132], [0.2064, -0.8679, -0.2021], [0.3329, -0.0460, 0.3911], [-0.0580, -1.2370, 0.3763], [0.2487, 0.3519, -0.2656]]
}

***

{
  "formula": "C14H22Cl12N2O6",
  "method": "ωB97M-V/def2-TZVPD",
  "spin_multiplicity": 1,
  "orbital_gap_ev": 10.9,
  "smiles": "COC(=O)OC.COC(=O)OC.ClC(Cl)Cl.ClC(Cl)Cl.ClC(Cl)Cl.ClC(Cl)Cl.CC#N.CC#N",
  "de_lowest_ev": 1.256,
  "e_homo_ev": -10.768,
  "elements": ["C", "O", "C", "O", "O", "C", "H", "H", "H", "H", "H", "H", "C", "O", "C", "O", "O", "C", "H", "H", "H", "H", "H", "H", "Cl", "C", "Cl", "Cl", "H", "Cl", "C", "Cl", "Cl", "H", "Cl", "C", "Cl", "Cl", "H", "Cl", "C", "Cl", "Cl", "H", "C", "C", "N", "H", "H", "H", "C", "C", "N", "H", "H", "H"],
  "positions_angstrom": [[0.73832, 4.38877, 5.02652], [1.05172, 5.74922, 5.01502], [2.18665, 6.20947, 5.49548], [3.16305, 5.61725, 5.96595], [2.13836, 7.55076, 5.25755], [3.28587, 8.34132, 5.47217], [0.00756, 4.07404, 4.28151], [0.29473, 4.01651, 5.94996], [1.65775, 3.85863, 4.77814], [3.60602, 8.23135, 6.50827], [2.99613, 9.37054, 5.26038], [4.09697, 8.05250, 4.80374], [3.77900, -3.01846, 1.71380], [4.61127, -2.47813, 2.73427], [4.01841, -2.02376, 3.84260], [2.87663, -2.15376, 4.26503], [4.95566, -1.40343, 4.51829], [4.90504, -1.18829, 5.88598], [4.30067, -3.68055, 1.02272], [3.38223, -2.13169, 1.21951], [2.87895, -3.48010, 2.11988], [5.93591, -1.17276, 6.23978], [4.34073, -1.93184, 6.44882], [4.50325, -0.18104, 5.99602], [-2.28810, 0.46785, -1.57058], [-1.88788, -0.41900, -3.06391], [-0.09947, -0.25647, -3.44111], [-2.99202, 0.13684, -4.35302], [-2.14547, -1.47135, -2.94432], [-3.62269, -3.04570, 5.02635], [-2.89995, -4.36353, 4.20646], [-3.18157, -4.21910, 2.43129], [-3.62266, -5.86548, 4.74468], [-1.83689, -4.39028, 4.44583], [-3.25013, 5.15922, -9.02340], [-2.64995, 3.78776, -9.97352], [-0.87648, 3.64274, -9.75133], [-3.05983, 4.10852, -11.64464], [-3.01572, 2.80070, -9.69066], [3.30994, -2.45301, -9.40471], [3.01768, -3.66135, -8.15527], [4.53118, -3.85987, -7.23807], [2.39258, -5.12944, -8.98149], [2.31281, -3.26278, -7.42562], [-7.49383, 3.67703, -0.20088], [-7.48381, 4.33789, -1.48089], [-7.45962, 4.79230, -2.53574], [-7.91914, 2.67998, -0.31537], [-8.16881, 4.25449, 0.43083], [-6.49739, 3.64273, 0.23961], [-1.69935, -9.04197, -3.35998], [-1.00593, -7.72187, -3.35729], [-0.44977, -6.74705, -3.37232], [-1.55959, -9.57115, -2.41736], [-1.33004, -9.67469, -4.16706], [-2.77909, -8.95042, -3.47791]],
  "atomic_forces_ev_per_a": [[0.7249, -1.8441, -0.0468], [-1.2301, 0.5977, -0.0465], [2.7188, 0.5189, 0.1876], [-2.4599, 0.9172, -0.8825], [-0.7448, -0.9819, -0.0665], [0.4548, -0.1171, 0.4082], [0.0221, 0.9920, -0.3982], [0.4463, 0.3907, 0.4148], [-0.0678, -0.3917, 0.3574], [0.1753, 0.1536, -0.0458], [-0.0452, -0.1592, 0.0867], [0.0079, -0.0833, 0.0317], [-1.4670, 1.0234, -0.0479], [-0.1062, -0.4881, 0.1314], [-1.2512, -0.4061, 1.3395], [1.1683, -0.2568, -1.3955], [1.6431, -0.3263, -1.2928], [-0.2262, 0.9552, 0.9439], [0.2942, 0.2509, 0.4497], [0.0858, -0.1994, -0.7121], [0.3043, -0.4160, 0.2535], [-0.0446, -0.0924, -0.0585], [-0.1823, 0.0581, -0.2534], [-0.2350, -0.1031, 0.6389], [0.3075, -0.3695, -0.3445], [0.1104, 0.2501, -0.0601], [-1.6187, -0.1128, 0.1159], [0.7140, -0.0124, 0.0857], [0.4928, 0.2352, 0.2039], [-0.3434, 1.0454, 0.5484], [0.0811, -0.5824, -0.8508], [0.4516, 0.0478, 0.5018], [0.0027, -0.5202, 0.2076], [-0.1799, 0.0180, -0.4110], [-0.0597, -0.6199, 0.2553], [0.7669, 0.2849, 0.0486], [-0.2795, 0.0660, -0.1180], [0.0194, -0.2831, -0.3786], [-0.4461, 0.5510, 0.1955], [-0.1684, 0.2776, -0.0290], [0.2859, 0.1469, -0.2331], [-0.3150, -0.5231, -0.1727], [0.3667, 0.4474, 0.8674], [-0.1742, -0.3506, -0.4258], [-0.4677, 0.1114, 0.4562], [0.3422, 0.0082, -1.0220], [-0.0674, 0.0754, 0.2427], [0.1892, -0.0213, 0.0632], [0.1291, -0.1244, 0.3042], [-0.1232, -0.0519, -0.0480], [0.0791, 0.3373, 0.1086], [-2.1635, -3.9771, 0.0087], [1.6069, 2.9640, -0.0164], [0.2736, 0.1752, 0.0013], [0.1055, 0.1701, 0.0291], [0.0961, 0.3450, -0.1305]]
}

***

{
  "formula": "C14H22Cl2N3O",
  "method": "ωB97M-V/def2-TZVPD",
  "charge": 1,
  "spin_multiplicity": 1,
  "orbital_gap_ev": 6.6,
  "e_homo_ev": -11.259,
  "elements": ["C", "C", "C", "C", "C", "N", "C", "N", "C", "O", "C", "N", "H", "H", "H", "H", "H", "H", "H", "H", "H", "H", "H", "H", "H", "H", "H", "H", "H", "H", "Cl", "C", "C", "Cl", "C", "C", "C", "C", "H", "H", "H", "H"],
  "positions_angstrom": [[1.33179, -1.67171, 2.20372], [0.64263, -1.14402, 0.94797], [1.49609, -0.05639, 0.24585], [0.39507, -2.31291, -0.03072], [-0.88662, -3.07639, 0.26728], [-2.06365, -2.25837, -0.08722], [-3.13295, -2.06983, 0.68545], [-4.44427, -2.27698, 0.19810], [-5.16631, -0.95725, 0.24071], [-5.10414, -0.42977, 1.54299], [-3.80498, -0.24472, 1.93233], [-3.08689, -1.61311, 1.95692], [0.69272, -2.35142, 2.76881], [1.62640, -0.85637, 2.86020], [2.23369, -2.20867, 1.91681], [-0.32195, -0.67951, 1.18189], [2.17433, 0.39014, 0.96594], [0.82769, 0.70860, -0.14058], [2.02966, -0.51905, -0.57894], [1.24568, -2.98791, 0.03072], [0.35942, -1.89776, -1.03975], [-0.92655, -3.34525, 1.31908], [-0.92233, -3.94888, -0.38017], [-2.04566, -1.77685, -0.97584], [-4.89134, -2.78286, 0.96297], [-6.20236, -1.14832, -0.00921], [-4.74923, -0.30093, -0.52348], [-3.72509, 0.17704, 2.92585], [-3.25154, 0.38782, 1.23016], [-2.12845, -1.52189, 2.28814], [0.60182, 3.14434, -1.20626], [2.24431, 3.39342, -1.69745], [2.86071, 2.54103, -2.60204], [2.01827, 1.19573, -3.29532], [4.17894, 2.76222, -2.97103], [4.87730, 3.83256, -2.43902], [4.25814, 4.68695, -1.53700], [2.94279, 4.46672, -1.16644], [4.65642, 2.09613, -3.67556], [5.90498, 4.00003, -2.72958], [4.79938, 5.52561, -1.12191], [2.45604, 5.12878, -0.46437]],
  "atomic_forces_ev_per_a": [[-0.2842, 0.2109, -0.0484], [0.5316, -0.1231, -0.4354], [-0.7117, -0.6011, 0.4744], [-0.2409, 0.6866, 0.5208], [0.8574, 0.9392, -0.3736], [-0.2977, -0.1035, 0.7180], [0.0376, -0.1031, 0.1047], [0.1218, 1.6092, -0.1030], [-0.2588, -0.6857, -0.3914], [-0.0281, 0.2830, -0.0595], [0.0955, -0.2728, 0.1637], [0.7228, -0.5259, -0.3334], [0.0306, -0.1123, 0.0919], [-0.0407, 0.0263, 0.1186], [0.1064, -0.0517, 0.0427], [-0.0882, -0.0563, 0.2374], [0.2007, 0.1720, -0.1465], [0.2400, 0.0848, -0.1942], [0.3552, 0.2389, -0.0474], [0.0384, -0.1354, -0.1736], [-0.0847, -0.2425, -0.1967], [-0.1950, -0.2137, 0.0500], [-0.2503, -0.2968, 0.2644], [-0.5383, -0.8849, -0.6161], [-0.0539, -0.2610, -0.1249], [-0.1157, 0.0488, 0.1497], [0.2367, 0.1569, 0.1557], [-0.2703, -0.1373, 0.1682], [0.0074, 0.0591, -0.0644], [-0.0529, 0.2092, 0.0858], [-0.1040, 0.1245, -0.0592], [-0.0169, 0.0056, 0.0636], [0.0395, -0.0754, -0.0538], [-0.0363, -0.0042, 0.0066], [0.1120, 0.0531, 0.0005], [-0.0440, 0.0353, 0.0480], [0.0266, -0.0532, -0.0486], [0.0868, 0.0710, 0.0299], [-0.0612, -0.0416, -0.0148], [0.0045, -0.0100, -0.0175], [-0.0112, 0.0110, 0.0118], [-0.0668, -0.0338, -0.0037]]
}

***

{
  "formula": "C14H22Cl3F4N6O3",
  "method": "ωB97M-V/def2-TZVPD",
  "charge": 1,
  "spin_multiplicity": 1,
  "orbital_gap_ev": 8.3,
  "e_homo_ev": -11.853,
  "elements": ["C", "C", "N", "C", "C", "N", "C", "C", "C", "C", "O", "O", "N", "C", "N", "N", "N", "C", "F", "F", "C", "F", "F", "C", "C", "O", "H", "H", "H", "H", "H", "H", "H", "H", "H", "H", "H", "H", "H", "H", "H", "H", "H", "H", "H", "H", "H", "C", "Cl", "Cl", "Cl", "H"],
  "positions_angstrom": [[5.06495, 0.41440, -0.50658], [3.74238, 0.09102, -1.39011], [2.79378, -0.68738, -0.53825], [1.52659, -1.03334, -1.24236], [0.20715, -0.73454, -0.32792], [-0.49333, 0.50586, -0.73727], [-1.51610, 0.33433, -1.71827], [-2.06974, -0.94676, -2.46791], [-3.65856, -1.13793, -2.16206], [-3.92508, -2.13951, -0.94109], [-5.10546, -2.45431, -0.64826], [-2.86272, -2.69945, -0.19932], [-2.11419, 1.62532, -1.97263], [-1.36536, 2.47131, -1.08254], [-1.72178, 3.75852, -1.06566], [-1.16530, 4.73497, -0.25098], [-0.31524, 1.81263, -0.31211], [0.65524, 2.34558, 0.64241], [1.38248, 3.44755, 0.08619], [1.64779, 1.46921, 1.10268], [-0.17203, 2.79022, 1.97637], [-0.24006, 1.67589, 2.85216], [0.52168, 3.89135, 2.56401], [3.42710, -1.85439, 0.10802], [3.38859, -1.86703, 1.72550], [4.00906, -2.79104, -0.48164], [4.78036, 0.63293, 0.58879], [5.54550, 1.39299, -0.88516], [5.85206, -0.41317, -0.57306], [3.98549, -0.38300, -2.39774], [3.25018, 1.11999, -1.57153], [1.59297, -2.15702, -1.50934], [1.47790, -0.44294, -2.23304], [-0.43745, -1.68496, -0.43439], [0.58065, -0.74689, 0.75338], [-1.55278, -1.92332, -2.20700], [-2.01217, -0.73450, -3.60018], [-4.19760, -0.14695, -2.00547], [-4.15410, -1.63278, -3.07821], [-3.12222, -2.85025, 0.73888], [-2.50550, 4.03335, -1.68876], [-1.75882, 4.84054, 0.60007], [-1.24626, 5.65270, -0.72995], [-1.23856, 3.07859, 1.70864], [3.90590, -0.91316, 2.11951], [2.28155, -1.74698, 2.02565], [3.88037, -2.79025, 2.16784], [-3.33615, -2.94875, 3.90603], [-2.98553, -4.29779, 4.99208], [-1.92241, -2.56982, 2.90708], [-4.73229, -3.31613, 2.88396], [-3.57291, -2.07491, 4.50957]],
  "atomic_forces_ev_per_a": [[0.0437, 0.5783, -0.4720], [0.9036, 1.3582, 0.8712], [0.0036, -0.4988, -0.5782], [0.1181, -0.4679, -0.2619], [2.4517, -1.9204, 0.4278], [-1.9031, -4.1278, -2.2699], [0.1207, 4.2792, 1.1685], [-0.7522, 0.4734, -0.0011], [0.7637, -0.9502, 0.0615], [-3.6845, -1.1859, 1.5514], [4.2584, 1.4456, -1.1407], [-0.6570, 1.8085, -1.4148], [4.2523, -1.9211, 3.5766], [-0.6311, -1.2415, -1.2802], [-0.6139, -0.1868, -0.6552], [-0.5955, 1.1140, 1.0600], [-2.7020, 0.3506, -2.8504], [2.2773, 1.5568, 2.1143], [-2.0792, -2.7151, 0.9495], [-2.4319, 1.1524, -1.7363], [0.7481, 0.6503, 0.5298], [0.3921, 2.3940, -1.7612], [-1.6847, -2.8007, -1.0094], [1.9305, -2.6081, 0.6445], [-0.5200, 1.0859, -0.8332], [-2.1605, 3.3728, 1.2960], [0.3379, -0.5365, -1.7359], [-0.7060, -1.6445, 0.4290], [-1.2361, 1.1308, 0.2103], [-0.2138, 0.4126, 1.3304], [0.5620, -1.6637, 0.1074], [-0.5747, 1.6742, 0.2896], [-0.0383, -0.8830, 1.5596], [0.3013, 2.1276, 0.1458], [-0.8039, 0.5338, -1.4868], [-0.3962, 1.5398, -0.3871], [0.3151, -0.1944, 1.8738], [0.7710, -1.4154, 0.0714], [0.8612, 0.7199, 1.4852], [-0.3556, -0.1419, -0.8096], [0.7638, -0.7351, 0.5657], [0.4960, -0.0463, -0.7934], [0.4468, -0.9384, 0.2393], [1.4594, -0.2607, 0.6317], [-0.7441, -1.5000, -0.7113], [1.6562, -0.3940, -0.2511], [-0.8084, 1.1824, -0.7966], [-0.2747, -0.2773, 0.3529], [-0.0154, 0.2520, -0.1646], [0.0834, 0.0834, 0.0054], [0.1795, 0.1248, -0.0022], [0.0855, -0.1459, -0.1452]]
}

***

no.,LUMO energy (eV),total energy (eV)
1,-2.1,-39766.9516
2,0.2,-180406.4184
3,-4.6,-46429.9508
4,-3.6,-78383.1380